[1]
# C14H32AlBrN2

C14H32AlBrN2 as an isolated structure at a distorted geometry (ωB97M-V/def2-TZVPD, the OMol25 dataset).

The value obtained for the gap between HOMO and LUMO is 0.22017 hartree. As for the multiplicity: 1. As for the HOMO energy: -6.162 eV. As for the LUMO energy: -0.2 eV.

Cartesian coordinates (Å):
Br (0.5789, 4.8746, -0.0758)
Al (2.8437, -0.1208, -2.4573)
N (-0.7675, -0.4881, 1.7827)
N (1.5645, -1.0576, -3.5921)
C (-1.9460, -1.3890, 1.4552)
C (-0.4038, -0.5471, -2.1842)
C (1.5637, -1.2334, 1.7987)
C (-3.1715, -1.1904, 2.3524)
C (-0.2499, -0.7128, 3.1990)
C (1.8591, 2.5052, -1.2821)
C (-3.4042, -2.3411, 3.3317)
C (-1.1092, 0.9549, 1.5470)
C (2.5186, 1.8945, -2.5631)
C (0.4292, -0.4707, -3.5270)
C (-0.0866, 0.2969, -4.7878)
C (1.2215, 3.9051, -1.6785)
C (0.4278, -0.8651, 0.8609)
C (0.8475, -1.7412, 3.0353)
H (-1.4160, 1.0644, 0.5083)
H (-2.2017, -1.1600, 0.4194)
H (2.0340, 4.4958, -2.1694)
H (-1.9074, 1.2608, 2.2189)
H (-1.5852, -2.4175, 1.4969)
H (-3.1433, -0.2528, 2.9093)
H (-2.6415, -2.3814, 4.1113)
H (-0.8644, -0.2896, -5.3441)
H (0.4272, -2.7369, 2.8619)
H (-1.4495, -0.9169, -2.3470)
H (0.1502, -1.2298, -1.4916)
H (1.0420, 1.8749, -0.8509)
H (-4.0505, -1.1356, 1.7059)
H (0.6740, -0.0184, 0.2224)
H (-1.0567, -1.0229, 3.8560)
H (-4.3696, -2.2213, 3.8255)
H (2.2357, -1.9716, 1.3622)
H (1.4991, -1.7963, 3.9063)
H (-3.4112, -3.3031, 2.8158)
H (0.1560, 0.2347, 3.5559)
H (-0.4789, 0.4572, -1.6755)
H (-0.2168, 1.5488, 1.7404)
H (-0.5838, 1.2408, -4.4240)
H (0.4229, 3.7559, -2.4478)
H (1.8157, 2.0858, -3.4267)
H (2.1553, -0.3465, 2.0394)
H (2.6069, 2.7353, -0.4891)
H (0.7344, 0.5732, -5.4828)
H (2.8227, -0.7164, -0.9713)
H (3.4598, 2.4485, -2.8152)
H (0.1261, -1.7090, 0.2421)
H (4.2990, -0.4240, -3.0775)


[2]
# C4H3NO

One molecule with the formula C4H3NO (ωB97M-V/def2-TZVPD, the OMol25 dataset).

The value obtained for the gap between HOMO and LUMO is 0.35906 hartree. The calculation puts the energy above the lowest of the compared OMol25 structures with the same formula, charge and spin at 240.2 kJ/mol. As for the multiplicity: 1. As for the HOMO energy: -10.721 eV. As for the LUMO energy: -1.0 eV.

Cartesian coordinates (Å):
O (2.0271, -0.7458, 0.1240)
N (-1.8024, -0.5816, -0.4233)
C (-0.2182, 0.0150, 0.0769)
C (0.0232, 1.2871, -0.2376)
C (-1.6633, -0.4988, 0.7584)
C (0.8563, -1.0239, 0.1635)
H (0.4965, -2.0623, 0.2667)
H (1.0507, 1.5977, -0.3846)
H (-0.7698, 2.0127, -0.3439)


[3]
# C4H7NO2

One molecule with the formula C4H7NO2 (ωB97M-V/def2-TZVPD, the OMol25 dataset).

The value obtained for the gap between HOMO and LUMO (spin up / spin down) is 0.24838 / 0.24794 hartree. The calculation puts the energy above the lowest of the compared OMol25 structures with the same formula, charge and spin at 729.6 kJ/mol. As for the multiplicity: 1. As for the HOMO energy (spin up / spin down): -7.605 / -7.597 eV. As for the LUMO energy (spin up / spin down): -0.8 / -0.9 eV.

Cartesian coordinates (Å):
O (2.5567, -0.6834, -0.6111)
O (-0.8005, 1.6697, 1.1259)
N (-0.6994, 1.1419, -0.1620)
C (0.5433, 0.5688, -0.8479)
C (-1.2418, -1.4197, 0.0131)
C (1.7246, 0.0469, 0.0163)
C (-0.5740, -0.1550, -0.3262)
H (-1.0963, 2.5794, 0.9678)
H (-1.5670, -1.4408, 1.0561)
H (-2.1335, -1.4896, -0.6252)
H (0.6999, 0.9214, -1.8628)
H (-0.5851, -2.2629, -0.2080)
H (2.0641, 0.9730, 0.5635)
H (1.1091, -0.4497, 0.9007)


[4]
# C3H10O2S2Si

A 2-piece molecular cluster, C3H10O2S2Si overall at a distorted geometry (ωB97M-V/def2-TZVPD, the OMol25 dataset).

The value obtained for the gap between HOMO and LUMO is 0.29110 hartree. As for the multiplicity: 1. As for the HOMO energy: -8.352 eV. As for the LUMO energy: -0.4 eV.

Cartesian coordinates (Å):
S (-0.2693, -2.5398, -0.1905)
S (4.2493, -3.3511, -0.7575)
Si (-0.7551, 0.4878, -0.0729)
O (-2.3543, 0.1706, -0.2452)
O (-0.5589, 1.5419, 1.1784)
C (-1.1105, 2.8460, 1.4719)
C (0.2736, -1.1028, 0.3806)
C (-3.0288, -0.8899, -0.8928)
H (1.2406, -1.1399, 0.9422)
H (-2.1057, 2.6589, 1.8666)
H (-1.1568, 3.3959, 0.5081)
H (-0.4882, 3.3507, 2.2474)
H (4.1270, -4.2938, -1.8650)
H (-2.4451, -1.1718, -1.7810)
H (-3.2708, -1.7032, -0.1614)
H (-3.9486, -0.5302, -1.4283)
H (3.4735, -4.0952, 0.0165)
H (0.0254, 0.8412, -1.3222)


[5]
# C48H43F4N3O4ReSbTe

C48H43F4N3O4ReSbTe as an isolated structure (ωB97M-V/def2-TZVPD, the OMol25 dataset).

The value obtained for the gap between HOMO and LUMO (spin up / spin down) is 0.28217 / 0.23806 hartree. The calculation puts the energy above the lowest of the compared OMol25 structures with the same formula, charge and spin at 0.0 kJ/mol. As for the multiplicity: 4. As for the HOMO energy (spin up / spin down): -14.940 / -15.111 eV. As for the LUMO energy (spin up / spin down): -7.3 / -8.6 eV. Its total charge is +3.

Cartesian coordinates (Å):
Re (0.1405, -0.2290, -0.2152)
Te (1.8053, -2.2753, 0.6780)
Sb (-1.4536, 1.2882, -1.9882)
F (-1.8364, 6.2275, 1.4530)
F (1.4290, 6.0685, -4.6266)
F (-4.7593, -1.8360, -6.1495)
F (-5.4021, 4.5116, 1.5405)
O (1.8370, 0.4179, -0.9452)
O (-1.6786, -1.0358, 0.5250)
O (3.7663, 0.1848, 0.1646)
O (0.1782, 1.7696, 0.5893)
N (0.1256, 10.4712, 2.9921)
N (0.2775, 8.1014, 1.6690)
N (3.3151, 4.3686, 1.0230)
C (0.4784, -3.8027, 1.2435)
C (-2.8468, -1.6615, -4.8203)
C (2.0131, 4.8535, 1.1361)
C (1.5267, 4.2017, -3.2259)
C (2.5022, 2.2185, 0.3906)
C (3.8949, -1.4349, 4.3574)
C (-2.8038, 2.3777, -0.7988)
C (0.6324, -5.0229, 0.5943)
C (-4.0642, -1.1546, -5.2468)
C (0.8242, 4.9965, -4.1107)
C (3.5201, 3.1071, 0.6460)
C (0.4979, 6.7433, 1.4543)
C (2.3016, -1.5453, 2.5777)
C (1.2610, 9.0922, 1.2674)
C (4.4861, 5.2116, 1.3477)
C (-3.8536, 0.7455, -3.8302)
C (1.7270, -0.4186, 4.6145)
C (3.5641, -1.8424, 3.0717)
C (1.7829, 6.2182, 1.3660)
C (-4.5813, 0.0380, -4.7691)
C (-2.6290, 0.2645, -3.3718)
C (1.3821, -0.8228, 3.3336)
C (-3.4290, 3.5213, -1.2938)
C (1.4735, 10.0931, 2.3964)
C (-0.4795, -3.6433, 2.2390)
C (-3.9757, 2.6732, 1.2984)
C (-0.2034, -6.0827, 0.9235)
C (-0.5652, 5.8024, 1.3467)
C (-1.2482, -1.7016, -0.4320)
C (-3.0959, 1.9612, 0.4994)
C (-1.0694, 8.6700, 1.8034)
C (-1.3017, -4.7086, 2.5672)
C (-0.3655, 4.4780, 1.1274)
C (-4.3135, 4.2474, -0.5133)
C (4.6181, 5.4676, 2.8377)
C (-1.0952, 3.6079, -3.9382)
C (-1.1678, -5.9243, 1.9060)
C (-2.1363, -0.9365, -3.8784)
C (-0.9964, 10.1721, 2.0426)
C (-0.4720, 4.7081, -4.5010)
C (0.8835, 3.1066, -2.6718)
C (-0.4371, 2.8174, -2.9979)
C (-1.8569, -2.8952, -1.0329)
C (2.9790, -0.7330, 5.1258)
C (0.9359, 3.9652, 0.9970)
C (2.8099, 0.8512, -0.1071)
C (1.1620, 2.5886, 0.6501)
C (-4.5647, 3.8098, 0.7744)
H (4.7740, 4.5333, 3.3737)
H (4.2897, -2.3858, 2.4797)
H (-2.6383, 1.0719, 0.9143)
H (5.4822, 6.1047, 3.0177)
H (1.3892, -5.1621, -0.1680)
H (2.5607, 4.4276, -3.0041)
H (4.8691, -1.6753, 4.7604)
H (1.4329, 2.4622, -1.9999)
H (-0.7938, 10.7508, 1.1436)
H (1.0170, 0.1317, 5.2163)
H (-1.6902, 8.5162, 0.9171)
H (-0.0216, 9.9581, 3.8634)
H (-0.9615, 5.3227, -5.2422)
H (4.5503, 2.7895, 0.5507)
H (3.2397, -0.4305, 6.1305)
H (-2.8095, -2.5843, -1.4728)
H (0.1176, 11.4617, 3.2420)
H (2.0605, 9.6707, 3.2093)
H (-1.2216, 3.8227, 1.0370)
H (-0.5948, -2.7081, 2.7709)
H (-1.2138, -3.3298, -1.7921)
H (-1.5774, 8.2012, 2.6462)
H (-2.0775, -3.6164, -0.2418)
H (-3.2186, 3.8850, -2.2892)
H (-1.8081, -6.7536, 2.1710)
H (-2.4772, -2.5883, -5.2339)
H (0.9510, 9.5972, 0.3467)
H (3.7416, 5.9567, 3.2587)
H (-4.2152, 2.3618, 2.3047)
H (-1.1654, -1.3090, -3.5695)
H (-4.8079, 5.1338, -0.8831)
H (-0.0891, -7.0324, 0.4205)
H (4.4257, 6.1226, 0.7521)
H (-2.0935, 3.3574, -4.2783)
H (2.2223, 8.6446, 1.0444)
H (1.9451, 11.0107, 2.0505)
H (-2.0449, -4.5954, 3.3437)
H (0.4013, -0.5773, 2.9417)
H (2.6347, 6.8597, 1.4960)
H (5.3529, 4.6646, 0.9832)
H (-1.9222, 10.5359, 2.4847)
H (-5.5370, 0.3864, -5.1334)
H (-4.2755, 1.6651, -3.4400)


[6]
# C27H34N3O

C27H34N3O as an isolated structure at a distorted geometry (ωB97M-V/def2-TZVPD, the OMol25 dataset).

The value obtained for the gap between HOMO and LUMO is 0.27889 hartree. The calculation puts the energy above the lowest of the compared OMol25 structures with the same formula, charge and spin at 188.6 kJ/mol. As for the multiplicity: 1. As for the HOMO energy: -10.944 eV. As for the LUMO energy: -3.4 eV. Its total charge is +1.

Cartesian coordinates (Å):
O (0.2662, -2.5919, 4.2282)
N (-0.4595, -0.9874, 1.1673)
N (0.3806, 1.9976, -2.3743)
N (-0.9094, -2.8994, 2.2614)
C (1.8651, -0.7843, 2.1637)
C (-1.1694, 1.0812, -1.7749)
C (2.0383, 3.6693, -2.8146)
C (0.7060, 3.3914, -0.4236)
C (3.7439, -1.5846, 3.6735)
C (-2.7835, -1.8555, 0.9956)
C (-1.4999, -4.1587, 2.6404)
C (4.0412, -0.7100, 5.9228)
C (-0.9049, -3.0923, -0.1732)
C (-2.0691, 1.1444, -2.9063)
C (2.6800, -0.7057, 3.4556)
C (1.7812, 2.7950, -4.0919)
C (-3.0983, 2.4285, -4.7171)
C (-3.5392, 0.0212, -4.5092)
C (1.0346, 3.0031, -1.8556)
C (-0.4309, -0.0076, 0.2642)
C (-2.3289, 2.3847, -3.5507)
C (0.3573, -0.9324, 2.3813)
C (2.9977, 0.1999, 5.6847)
C (-1.1754, -0.0296, -0.8988)
C (4.4124, -1.6098, 4.9047)
C (-0.0545, -2.2398, 3.0936)
C (2.3248, 0.1984, 4.4565)
C (-1.2782, -2.2104, 1.0390)
C (-2.6378, -0.0575, -3.4429)
C (0.7629, 1.7024, -3.7368)
C (-3.7431, 1.2452, -5.1879)
H (-4.0808, -0.8942, -4.7908)
H (-0.9800, -2.5307, -1.1097)
H (2.6854, 0.9184, 6.4437)
H (-1.8884, 3.3163, -3.1273)
H (0.6064, 2.4934, 0.2317)
H (-1.5898, -3.9626, -0.2188)
H (-3.2144, 3.3888, -5.2419)
H (2.1730, -1.6782, 1.6046)
H (-3.3645, -2.7536, 0.7184)
H (-0.2712, 3.9127, -0.3245)
H (1.3269, 3.3500, -4.9369)
H (-2.3628, -1.0423, -3.0116)
H (-4.4197, 1.2904, -6.0601)
H (1.1558, 0.6791, -3.8520)
H (3.0963, 3.6214, -2.4660)
H (5.2116, -2.3362, 5.0587)
H (2.7171, 2.3613, -4.4535)
H (1.8104, 4.7375, -3.0300)
H (-2.9834, -1.0547, 0.2715)
H (-0.1230, 1.7515, -4.3960)
H (2.0491, 0.1131, 1.5425)
H (4.5643, -0.7074, 6.8860)
H (3.9840, -2.2765, 2.8633)
H (0.0145, -0.0750, 3.0006)
H (1.4573, 4.0363, 0.1037)
H (-1.0611, -4.4906, 3.5995)
H (1.4887, 0.8718, 4.2591)
H (-3.1008, -1.4746, 1.9826)
H (-1.8071, -0.8988, -1.1250)
H (-1.2807, -4.8723, 1.8265)
H (-0.9826, 2.1059, -1.2125)
H (0.1416, -3.4464, -0.0964)
H (-2.5988, -4.0454, 2.7471)
H (0.3165, 0.7862, 0.4388)